2 unconnected molecules or ions with the total composition C32H37N4 at a distorted geometry, computed with ωB97M-V/def2-TZVPD.

## Properties
HOMO energy in eV: -10.150
Strongest force on any atom in Eh/bohr: 0.0213
Total charge: +1
Kohn-Sham gap in eV: 4.86
Multiplicity: 1
Energy relative to the best compared isomer or geometry (same formula, charge and spin) in kJ/mol: 239.9

XYZ file:
```
73
Properties=species:S:1:pos:R:3:mulliken_charge:R:1
C 0.53657 4.89227 2.50804 -0.863
N -0.77120 4.37384 2.94489 0.293
C -1.86640 5.26194 2.71612 0.136
C -2.18744 5.63796 1.40549 -0.028
C -3.29465 6.45585 1.16734 -0.736
C -4.02793 6.96767 2.24790 -0.391
C -3.67878 6.62866 3.56204 -0.558
C -2.59655 5.78183 3.80313 -0.219
C -0.97439 2.96632 2.86104 0.067
C -1.04776 2.21107 4.05410 -0.280
C -1.25026 0.84797 4.00496 -0.955
C -1.42803 0.16626 2.76442 0.694
C -1.52878 -1.24625 2.78769 -0.411
C -1.46243 -2.10426 1.66002 0.737
C -1.96944 -3.42754 1.81022 -0.693
C -2.09759 -4.27500 0.72756 -0.423
C -1.69312 -3.86493 -0.56043 0.259
N -1.87800 -4.73833 -1.66171 0.297
C -0.70149 -4.99272 -2.50736 -0.960
C -3.13037 -4.84572 -2.34130 0.028
C -3.38570 -3.97420 -3.41390 -0.026
C -4.59256 -4.04744 -4.11181 -0.716
C -5.51698 -5.05592 -3.79784 -0.369
C -5.24398 -5.96229 -2.76664 -0.572
C -4.05222 -5.87058 -2.04141 -0.255
C -1.07334 -2.61108 -0.71393 -0.154
C -0.91676 -1.76540 0.37918 -1.134
C -1.49017 0.97557 1.58455 -1.075
C -1.13571 2.31449 1.62531 -0.256
H 1.32945 4.24255 2.89512 0.306
H 0.60396 4.95239 1.40939 0.358
H 0.65318 5.90494 2.91481 0.326
H -1.58069 5.25824 0.57484 0.229
H -3.56609 6.69704 0.13990 0.354
H -4.88647 7.61367 2.05739 0.380
H -4.24683 7.03138 4.39968 0.364
H -2.29321 5.50544 4.81875 0.378
H -0.92719 2.75053 4.99618 0.472
H -1.24312 0.25176 4.91588 0.345
H -1.68058 -1.72351 3.76172 0.279
H -2.28274 -3.74758 2.80205 0.259
H -2.51250 -5.27938 0.82577 0.413
H -0.93942 -5.82217 -3.18299 0.323
H -0.43298 -4.11071 -3.10567 0.393
H 0.14236 -5.27973 -1.86819 0.323
H -2.63254 -3.22335 -3.68062 0.263
H -4.79789 -3.32776 -4.90455 0.352
H -6.45707 -5.11249 -4.34848 0.381
H -5.96436 -6.74776 -2.53520 0.363
H -3.81410 -6.58418 -1.24669 0.376
H -0.73801 -2.29024 -1.70299 0.317
H -0.34563 -0.84745 0.25489 0.821
H -1.78227 0.53433 0.63111 0.842
H -1.01937 2.87861 0.69330 0.295
N -0.00562 -1.07922 7.60255 -0.524
C -0.63727 -1.96729 8.58265 -0.871
C -1.97297 -2.39534 7.96570 0.101
C -2.68123 -3.62889 8.56433 -0.732
C -3.16137 -4.42830 7.32976 -0.692
C -2.30878 -3.93636 6.14497 -0.429
N -1.75963 -2.70094 6.58245 -0.068
H -0.61832 -0.28203 7.45629 0.152
H 0.88352 -0.74709 7.94888 0.233
H -0.01776 -2.86131 8.71775 0.445
H -0.80087 -1.52032 9.57335 0.301
H -2.64874 -1.51142 8.02350 0.132
H -2.00739 -4.24373 9.17864 0.309
H -3.51580 -3.31003 9.19988 0.320
H -3.08187 -5.50652 7.47163 0.347
H -4.19960 -4.17099 7.13675 0.280
H -1.56083 -4.71009 5.89914 0.289
H -2.90082 -3.74954 5.24184 0.165
H -0.94850 -2.30183 6.13176 0.293
```